(a)
Entry from the OMol25 dataset: a cluster of 2 separate species, C8H12O2 in total (the ωB97M-V functional and the def2-TZVPD basis).

CARTESIAN COORDINATES (ANGSTROEM)
C (0.83, -0.02, -1.29)
C (1.75, -0.08, -0.33)
C (1.56, -0.85, 0.92)
C (2.83, -1.10, 1.70)
O (0.48, -1.25, 1.30)
H (-0.24, -0.55, -1.13)
H (1.00, 0.52, -2.21)
H (2.70, 0.43, -0.44)
H (3.23, -0.15, 2.06)
H (2.63, -1.75, 2.55)
H (3.58, -1.56, 1.06)
C (-2.89, -0.62, -1.61)
C (-2.07, -0.32, -0.62)
C (-1.33, 1.10, -0.64)
C (-1.07, 1.60, 0.76)
O (-1.39, 1.80, -1.62)
H (-2.93, 0.00, -2.49)
H (-3.53, -1.50, -1.59)
H (-2.07, -0.85, 0.32)
H (-2.02, 1.87, 1.21)
H (-0.61, 0.82, 1.36)
H (-0.42, 2.47, 0.71)

Results
HOMO-LUMO gap ... 9.7009 eV
SMILES ... C=CC(C)=O.C=CC(C)=O
LUMO level ... 0.073 eV
HOMO energy ... -9.628 eV
Multiplicity ... 1
Total charge ... 0


(b)
Entry from the OMol25 dataset: the molecule C8H12O2 (the ωB97M-V functional and the def2-TZVPD basis).

CARTESIAN COORDINATES (ANGSTROEM)
C (-1.24, 2.09, 1.37)
C (-0.62, 1.59, 0.13)
C (-0.57, -0.27, 0.17)
C (-0.17, 2.10, -0.93)
C (-0.90, -0.81, 1.40)
H (-1.30, -0.47, -0.60)
H (-2.26, 1.70, 1.45)
H (-0.70, 1.71, 2.24)
H (-1.27, 3.18, 1.40)
H (-0.03, 2.96, -1.54)
H (0.61, 1.04, -1.69)
H (-0.20, -0.80, 2.23)
H (-1.87, -1.23, 1.59)
C (0.83, -2.16, -0.51)
C (0.91, -0.66, -0.42)
C (1.17, -0.05, -1.75)
O (1.49, -2.75, 0.51)
O (0.21, -2.78, -1.33)
H (1.36, -3.71, 0.44)
H (1.64, -0.37, 0.33)
H (2.20, 0.23, -1.92)
H (0.71, -0.57, -2.58)

Results
HOMO-LUMO gap (spin up / spin down) ... 7.2731 / 7.9459 eV
LUMO level (spin up / spin down) ... -0.068 / 0.042 eV
HOMO energy (spin up / spin down) ... -7.342 / -7.904 eV
Multiplicity ... 1
Total charge ... 0


What should be chosen as the least stable of them? Choose (b).


(a)
Entry from the OMol25 dataset: a cluster of 2 separate species, C8H12O2 in total (the ωB97M-V functional and the def2-TZVPD basis).

CARTESIAN COORDINATES (ANGSTROEM)
C (1.58, 1.64, -1.47)
C (0.66, 0.47, -1.37)
C (-0.24, 0.40, -0.30)
C (-1.14, -0.65, -0.22)
C (-1.13, -1.70, -1.14)
O (-1.81, -2.87, -0.89)
C (-0.15, -1.71, -2.13)
C (0.64, -0.57, -2.30)
H (1.19, 2.52, -0.94)
H (1.71, 1.93, -2.51)
H (2.60, 1.50, -1.10)
H (-0.13, 1.08, 0.52)
H (-1.90, -0.68, 0.56)
H (-1.77, -3.42, -1.66)
H (0.03, -2.61, -2.69)
H (1.28, -0.49, -3.17)
C (-0.24, 1.12, 3.78)
O (0.03, 0.52, 2.50)
H (0.39, 0.78, 4.59)
H (-1.31, 0.99, 3.99)
H (-0.10, 2.17, 3.52)
H (-0.21, -0.41, 2.45)

Results
HOMO-LUMO gap ... 9.1130 eV
SMILES ... Cc1ccc(O)cc1.CO
LUMO level ... 0.867 eV
HOMO energy ... -8.246 eV
Multiplicity ... 1
Total charge ... 0


(b)
Entry from the OMol25 dataset: a cluster of 2 separate species, C8H12O2 in total (the ωB97M-V functional and the def2-TZVPD basis).

CARTESIAN COORDINATES (ANGSTROEM)
O (1.20, 3.59, 1.71)
C (2.48, 3.42, 1.23)
C (3.45, 4.33, 1.66)
C (4.76, 4.20, 1.20)
C (5.11, 3.18, 0.32)
C (4.14, 2.27, -0.10)
C (2.82, 2.39, 0.35)
H (0.63, 2.88, 1.33)
H (3.15, 5.13, 2.35)
H (5.51, 4.92, 1.54)
H (6.14, 3.08, -0.03)
H (4.40, 1.46, -0.79)
H (2.05, 1.68, 0.02)
C (-0.21, -0.61, 2.52)
C (-1.59, -0.12, 2.14)
O (-1.45, 0.66, 0.94)
H (0.46, 0.25, 2.70)
H (0.21, -1.23, 1.72)
H (-0.27, -1.21, 3.44)
H (-2.27, -0.97, 1.96)
H (-2.02, 0.50, 2.95)
H (-2.34, 0.98, 0.68)

Results
HOMO-LUMO gap ... 9.2126 eV
SMILES ... Oc1ccccc1.CCO
LUMO level ... 0.720 eV
HOMO energy ... -8.493 eV
Multiplicity ... 1
Total charge ... 0


What should be chosen as the least stable of them? Choose (a).